Density functional theory data (wB97M-V/def2-TZVPD) for 13 unconnected molecules or ions with the total composition C56H143BN13O21 at a distorted geometry.

Results
E_HOMO: -5.7 eV
charge: -1
LUMO energy: 1.875 eV
energy relative to the best compared isomer or geometry (same formula, charge and spin): 186.4 kcal/mol
gap between HOMO and LUMO: 0.2773 hartree

Last column: Mulliken charge in e.
Element x y z (Å)
H1 0.733 6.333 -1.321  0.488
C1 -1.508 0.715 3.499  -0.333
H2 -5.404 -5.298 3.836  0.363
H3 -1.812 6.140 4.328  0.470
H4 -8.562 -2.743 -0.971  0.291
H5 -3.000 0.811 3.957  0.668
H6 0.810 -4.999 0.433  -0.239
C2 2.037 -6.591 0.708  0.883
H7 -1.776 6.091 2.666  0.414
C3 1.687 2.928 -4.157  0.248
H8 2.700 -4.820 3.770  0.485
C4 3.892 3.356 -5.278  -1.281
H9 1.213 3.869 2.782  -0.859
C5 5.557 1.976 -2.096  0.441
H10 -4.164 -1.092 0.926  0.429
H11 0.073 -6.185 1.145  0.326
H12 3.239 -4.396 -1.495  -0.029
H13 2.449 -2.335 1.203  -0.167
C6 -4.918 -3.783 -6.436  -1.771
C7 -3.411 0.352 4.859  -1.059
N1 0.153 -3.342 -5.291  -0.677
H14 5.310 2.626 -0.174  0.184
C8 -4.013 -3.235 -5.340  0.918
H15 4.855 -4.345 -2.230  0.374
C9 0.388 1.997 -0.448  0.260
H16 2.296 -4.678 2.364  -0.038
C10 -3.801 -4.291 -0.966  0.333
N2 -4.312 -4.006 -4.136  -0.177
H17 -7.426 -6.442 1.760  0.296
H18 1.069 8.403 4.912  0.453
C11 1.960 -3.876 -3.651  0.253
H19 4.142 -2.198 -1.359  0.172
H20 3.574 1.357 -1.584  -0.476
C12 2.630 7.195 -0.757  0.346
H21 3.642 7.115 1.124  -0.141
C13 -1.043 1.984 0.102  -0.007
C14 -3.486 -0.588 1.618  -1.536
H22 3.080 5.867 -4.865  0.232
C15 4.369 0.993 -2.239  0.858
C16 3.768 2.922 2.679  -1.603
H23 2.226 2.517 -3.299  -0.485
C17 0.616 4.750 2.562  0.661
N3 -7.496 -5.436 1.869  -0.774
C18 -4.263 -1.610 3.764  -0.838
H24 -6.278 -3.739 2.009  -0.195
O1 2.682 -7.961 -1.176  -0.335
C19 2.904 -1.891 2.095  -1.169
C20 -8.477 -1.913 -1.676  -1.577
O2 -1.519 2.889 0.720  -0.707
H25 -1.041 -0.254 3.271  0.892
H26 -2.853 -3.757 -0.910  0.163
H27 5.481 5.737 1.548  0.367
H28 1.957 4.171 -5.897  0.311
H29 0.072 4.617 1.621  0.255
H30 3.984 -1.797 1.984  0.567
C21 -0.720 -3.319 4.865  -0.246
H31 1.739 1.967 7.393  0.275
H32 1.564 -4.902 -3.597  0.208
C22 2.510 3.924 -4.985  0.040
H33 -3.295 0.688 -7.120  0.294
H34 -5.182 -1.910 3.242  -0.126
H35 5.633 10.004 0.718  0.304
H36 3.002 -1.116 -2.104  -0.051
H37 1.006 -1.191 -3.994  -0.584
H38 2.172 -3.447 -5.695  0.521
O3 -0.227 -1.237 -0.166  0.047
H39 -2.223 -1.131 3.229  -0.431
O4 -1.597 0.792 -0.098  -0.287
H40 1.195 1.794 3.915  -0.361
H41 -7.676 -3.432 -3.997  0.390
O5 4.855 -0.298 -1.949  -0.542
O6 0.571 0.855 -1.039  0.340
H42 -5.071 -4.857 -6.327  0.476
H43 7.673 2.078 -2.555  0.443
H44 -0.332 -0.705 5.325  0.143
O7 -5.817 -0.541 -1.307  -0.513
H45 -4.265 -5.000 -4.322  0.295
H46 -1.896 8.415 4.442  0.266
H47 -5.921 -2.473 -0.708  -0.309
C23 -0.620 -2.297 -0.795  0.165
C24 6.777 1.636 -2.979  -1.626
O8 5.681 5.110 3.514  -0.469
H48 3.552 -0.707 -0.457  0.183
C25 5.453 4.813 2.143  -0.989
H49 5.109 8.802 1.909  0.190
H50 6.960 0.559 -3.031  0.225
N4 1.055 1.243 7.215  -0.802
H51 -4.303 -0.001 -2.601  0.217
N5 3.678 6.294 -1.343  -0.578
H52 2.938 -6.825 2.714  0.402
H53 6.295 4.205 1.812  0.369
C26 1.674 -1.551 -4.774  -0.641
N6 0.964 -5.688 1.171  -0.471
H54 1.006 -8.299 0.014  0.403
H55 -1.963 -2.892 1.701  -0.444
H56 1.454 -1.144 -5.762  0.702
H57 -3.566 -3.059 1.552  -0.191
H58 0.446 -2.869 2.595  -0.202
C27 0.405 1.347 5.903  0.838
H59 3.891 2.328 -5.642  0.315
O9 1.116 2.949 -0.397  -0.226
C28 2.528 -2.813 3.263  -0.204
H60 0.874 -6.915 -1.080  0.423
O10 4.191 8.779 0.070  -0.425
H61 0.193 0.153 -5.123  0.325
C29 1.432 6.264 -0.490  -0.410
N7 -1.293 8.505 3.630  -0.786
C30 4.764 9.494 1.131  -0.692
C31 1.508 1.330 4.852  -0.569
H62 -3.406 -1.595 -4.183  -0.849
H63 2.377 8.370 1.019  0.408
C32 -5.912 -1.926 -1.653  1.926
H64 1.428 6.718 4.662  0.052
H65 -5.060 -2.239 -2.259  -0.914
O11 3.345 -3.758 -3.459  -0.444
N8 4.009 3.856 0.425  -0.070
C33 -4.023 -1.730 -5.083  0.787
O12 -1.095 -0.525 -2.189  -0.075
H66 -2.964 -3.412 -5.620  -0.062
C34 -0.319 7.421 3.573  1.627
H67 2.330 1.933 5.242  0.620
H68 -3.598 -3.862 -3.423  -0.431
C35 4.724 5.980 4.082  0.041
H69 -6.355 -4.299 -0.252  0.083
H70 -0.092 2.322 5.848  0.025
H71 3.695 5.620 3.985  -0.154
H72 6.573 1.930 -4.013  0.280
H73 -7.197 -1.394 -3.305  0.307
C36 -1.147 -1.852 -2.160  0.433
H74 -7.921 -5.362 2.787  0.275
C37 -5.249 -5.538 2.786  -1.373
C38 -1.079 6.082 3.516  -1.132
C39 3.187 7.869 0.472  -0.349
H75 3.304 5.819 -2.161  0.066
H76 1.662 5.245 -0.192  -0.260
N9 2.934 -4.180 3.011  -0.634
H77 2.932 2.356 2.266  0.003
H78 0.921 6.700 0.378  0.073
H79 1.567 -9.468 -2.060  0.317
H80 0.063 7.338 5.729  0.291
H81 -2.623 -0.165 5.414  0.317
H82 3.066 -2.423 4.128  0.545
H83 -3.776 -0.610 -0.989  -0.220
H84 4.718 6.938 3.550  -0.060
C40 -5.655 -4.882 0.365  -0.687
O13 -4.531 -0.435 4.503  -0.520
C41 1.571 -7.478 -0.449  -0.766
O14 -3.385 -1.097 -6.153  -0.462
H85 4.066 4.706 -0.151  0.170
H86 -9.302 -2.002 -2.383  0.446
H87 -0.881 1.534 3.142  -0.282
H88 4.468 4.003 -5.940  0.493
H89 -6.259 -3.712 -3.405  0.209
H90 3.368 4.958 1.989  -1.259
C42 3.810 -4.594 -2.406  -0.508
H91 4.460 6.859 -1.661  0.235
H92 1.847 -7.960 -3.058  0.217
H93 -4.486 -3.639 -1.527  -0.749
H94 3.089 3.496 0.189  -0.354
C43 2.492 -7.415 1.921  -1.500
H95 0.822 -1.593 3.824  -1.247
H96 1.694 -8.050 2.313  0.350
H97 -8.488 -0.974 -1.125  0.257
O15 -1.728 0.709 4.902  -0.236
C44 1.544 -3.075 -4.879  -0.107
H98 3.091 -9.148 -2.828  0.266
H99 3.741 -5.630 -2.745  0.360
H100 -1.088 0.009 6.696  0.303
H101 4.620 2.246 2.761  0.472
H102 -0.913 -3.591 5.908  0.314
H103 1.220 5.657 2.446  -0.057
H104 2.884 -5.993 0.365  0.020
H105 6.052 1.178 -0.266  0.370
H106 -3.745 -5.269 -1.446  0.523
C45 3.849 -1.153 -1.408  -0.161
H107 -3.891 0.375 1.930  0.517
H108 2.715 -1.241 -4.652  0.309
N10 -2.826 -2.872 2.236  0.148
H109 4.058 0.989 -3.293  0.250
N11 -7.198 -3.432 -3.101  -0.652
H110 -0.479 -2.911 -4.613  0.024
H111 0.483 0.804 -3.511  -0.135
O16 -0.613 -3.423 -0.377  -0.331
H112 3.222 -8.144 1.549  0.383
H113 1.423 -3.466 -2.773  -0.028
H114 4.922 6.156 5.136  0.386
C46 -4.516 -0.011 -1.530  -0.099
H115 -0.774 1.514 -4.535  0.394
C47 -7.185 -2.110 -2.472  -0.001
O17 -1.550 -2.577 -3.023  -0.707
C48 -6.168 -4.808 1.831  1.037
H116 1.688 5.501 -4.098  0.270
H117 -2.510 0.782 3.081  0.152
H118 -0.780 9.371 3.748  0.277
O18 -4.371 -4.341 0.339  -0.352
C49 0.599 7.418 4.780  -1.212
H119 0.262 7.594 2.663  -0.595
H120 -5.924 -3.362 -6.338  0.309
H121 -4.198 -2.509 4.397  0.320
C50 -3.601 0.302 -6.148  -0.490
C51 4.118 4.165 1.867  3.171
H122 -1.283 -4.055 4.286  0.217
H123 -5.266 -6.615 2.597  0.375
H124 -4.514 -3.565 -7.423  0.404
H125 5.218 2.958 -2.437  0.001
H126 3.457 3.237 3.676  0.254
C52 -0.662 0.263 5.722  -0.810
O19 -0.320 4.918 3.607  -0.242
H127 -4.490 0.975 -1.071  0.307
H128 -5.831 -5.887 -0.045  0.413
H129 4.085 10.199 1.624  0.282
C53 2.256 -8.659 -2.321  -0.690
H130 -4.614 0.531 -5.815  0.362
H131 -0.001 -4.327 -5.062  0.320
O20 1.198 1.955 -5.049  -0.452
C54 1.009 -2.628 3.505  2.162
H132 4.433 3.273 -4.333  0.141
H133 -2.911 0.805 -5.455  0.020
H134 -2.589 -0.370 1.029  0.190
H135 0.789 3.459 -3.801  0.440
H136 -1.095 -2.299 4.755  -0.067
H137 1.906 0.342 4.616  -0.165
N12 2.644 5.188 -4.250  -0.501
H138 -5.014 -1.406 -4.732  0.307
H139 2.467 7.823 -1.637  0.389
N13 6.020 2.090 -0.716  -0.716
H140 2.516 -0.870 2.112  0.285
C55 -3.121 -1.537 2.758  2.247
O21 0.656 -3.441 4.600  -0.530
H141 -4.208 -5.321 2.520  0.167
B1 -0.607 -0.009 -0.894  0.275
H142 0.385 1.356 7.970  0.294
H143 -3.781 1.148 5.506  0.298
C56 0.228 1.072 -4.542  -0.434